Record 1
Here is C33H24N2OPS7SbSeV as an isolated structure at a distorted geometry from the OMol25 dataset. Energies are from wB97M-V/def2-TZVPD.

Geometry as XYZ:
```
71
Properties=species:S:1:pos:R:3:lowdin_charge:R:1
C 2.8369 2.5232 -3.1147 -0.111
H 5.2177 1.3044 -1.4090 0.087
C 5.3173 -2.0735 -1.5026 -0.025
H 1.6362 5.2298 3.4107 0.095
H -6.2113 -2.9253 3.5300 0.101
C -1.6684 -1.8196 0.9521 -0.717
C -2.6640 -1.9761 0.0561 -1.149
S -2.5920 -1.0514 -1.4504 0.352
C -3.3562 -2.6420 5.3520 -0.037
N -3.0200 0.4474 3.6450 0.126
S -3.8613 -3.2371 0.2887 0.923
S 0.6877 0.6785 -1.7067 0.352
C -2.9443 -1.4287 4.8296 -0.223
C 3.6508 -3.7379 -0.7207 -0.066
H -5.4323 -0.7240 2.6264 0.088
H 0.3362 5.3150 1.3059 0.103
C 3.9956 3.4516 -1.2502 -0.108
H -3.2025 1.0629 2.8572 0.074
H 3.1982 3.3546 3.8186 0.097
C -5.2997 -2.4785 3.9076 -0.103
S -5.1515 1.4940 0.2990 -0.451
C 4.3240 4.3925 -3.4422 -0.114
C -3.7034 -0.7359 3.8976 -0.193
H 0.6210 3.5376 -0.3955 0.100
H 4.2325 3.4605 -0.1923 0.106
H 2.1442 1.8038 -3.5295 0.049
H 3.2175 3.4431 -5.0159 0.094
C 3.4418 3.4545 -3.9547 -0.095
C 3.6420 0.0282 -0.5832 -0.247
P 2.3152 1.2290 -0.5715 0.600
H -2.7540 -3.1826 6.0726 0.103
H -4.9036 -4.1160 5.2411 0.096
C 4.8932 0.2929 -1.2227 -0.073
H 4.2550 -4.5285 -1.1543 0.094
C 4.6011 4.3857 -2.0800 -0.097
C 5.7124 -0.7387 -1.6312 -0.099
N -1.8080 -0.6664 5.0650 -0.082
C -4.8882 -1.2497 3.4016 -0.004
H -0.3227 -2.0809 5.4137 0.091
H 0.8752 -3.2839 1.1605 0.060
H 4.7896 5.1239 -4.0936 0.089
C 1.0343 4.5056 1.4810 -0.078
C 1.1882 3.5093 0.5262 -0.120
Se -0.6254 1.8624 4.3693 0.532
C 3.0974 2.5028 -1.7472 -0.327
H 6.6626 -0.4971 -2.0983 0.094
H 2.1470 -5.0709 0.0359 0.099
C 1.7367 -3.0347 0.5578 -0.092
C -1.8468 0.4902 4.3261 -0.767
S -1.6743 -2.9932 2.2227 0.940
C -4.5558 -3.1578 4.8756 -0.111
O -3.5321 -4.8771 2.3488 -0.115
C -0.6716 -1.1318 5.8244 -0.054
S -1.5586 1.4943 0.8020 -0.078
H 5.9421 -2.8772 -1.8805 0.099
C 2.7886 2.4014 1.9416 -0.134
H 0.1122 -0.3842 5.7375 0.028
H 5.2882 5.1118 -1.6600 0.093
C 4.0880 -2.4032 -0.8609 -0.176
C 2.1373 -1.7004 0.4377 -0.542
C 3.2764 -1.3517 -0.3296 -0.196
C -3.1151 -3.9126 1.7504 -1.023
V -0.5564 -0.3683 0.0094 -0.358
C 2.4788 -4.0414 -0.0467 -0.087
S 1.3756 -0.3710 1.3243 0.661
H -0.9388 -1.2633 6.8751 0.086
H 3.4562 1.5665 2.1173 0.096
C 1.7639 4.4577 2.6608 -0.110
C 2.0615 2.4521 0.7594 -0.413
C 2.6420 3.4058 2.8897 -0.106
Sb -3.2221 1.4548 -0.9360 0.274
```

The HOMO energy (alpha / beta) comes out at -0.44 / 0.19 eV. The charge is -2. The HOMO-LUMO gap (alpha / beta) comes out at 4.39 / 3.73 eV. Its spin multiplicity is 2. The energy relative to the best compared isomer or geometry (same formula, charge and spin) comes out at 45.6 kcal per mole.


Record 2
Here is C33H25F4Ge as an isolated structure at a distorted geometry from the OMol25 dataset. Energies are from wB97M-V/def2-TZVPD.

Geometry as XYZ:
```
63
Properties=species:S:1:pos:R:3:nbo_charge:R:1
C 8.5337 -0.5959 2.7499 -0.116
C 10.0546 -1.3727 -1.8597 -0.213
C 8.8068 -0.7196 4.1208 -0.223
C 8.0066 -0.0760 5.0675 -0.147
H 10.0400 -3.1000 -3.1729 0.238
H -1.4985 0.9169 6.1053 0.259
H 5.4814 3.9853 -2.7669 0.241
C 9.4593 -2.4648 -2.5018 -0.171
C 0.1990 1.0271 3.1253 -0.276
C 0.3328 -0.1805 5.6298 0.431
H 2.4025 1.5691 -1.0442 0.232
F -1.7979 2.1333 3.7890 -0.323
C 6.0767 2.4452 -1.3723 -0.182
C 1.6601 -1.0470 -3.8229 0.437
C 7.3103 3.2051 0.5765 -0.123
C 7.9573 -0.8470 -0.7498 -0.540
C -0.7693 1.2667 4.0907 0.423
F 0.4866 -0.6439 6.9179 -0.324
H 8.2480 -0.1339 6.1327 0.240
C 8.1001 -2.7437 -2.2797 -0.193
C 2.0135 1.2331 -3.1621 0.438
C 1.1409 -0.0093 3.3607 -0.034
H 6.2858 -2.1527 -1.2423 0.217
C 6.0063 3.7678 -1.8316 -0.203
C 2.1918 0.8428 -1.8370 -0.337
Ge 6.9645 0.3132 0.4317 1.850
C 7.2272 4.5230 0.1127 -0.226
H 9.7920 0.2866 -0.5149 0.218
H 1.5827 0.6304 -5.2018 0.260
C 1.7459 0.3069 -4.1748 -0.362
C 6.5989 0.7809 3.2712 -0.186
C 1.2722 -0.5331 4.6745 -0.295
C -0.7469 0.6735 5.3576 -0.347
H 1.8023 -2.5429 -2.2052 0.239
C 7.3473 -1.9408 -1.4076 -0.202
H 7.6531 5.3378 0.7009 0.238
H 5.7249 1.3550 2.9463 0.228
C 6.7650 2.1462 -0.1731 -0.548
H 11.1059 -1.1536 -2.0439 0.237
H 9.6504 -1.3237 4.4643 0.238
H 2.4893 -1.4695 2.4405 0.205
C 1.8526 -0.5875 2.2482 -0.203
F 2.0744 2.5768 -3.4716 -0.326
H 5.5891 1.6495 -1.9428 0.228
H 7.7889 3.0136 1.5356 0.222
C 2.0622 -0.5202 -1.5406 0.024
H 1.2677 0.7853 0.6612 0.207
F 1.3841 -1.9918 -4.7863 -0.318
H 7.6210 -3.5867 -2.7895 0.237
H 2.0702 -1.2433 4.8890 0.231
H 6.2282 1.1200 5.3760 0.238
H 6.5929 5.8262 -1.4983 0.239
H 3.3630 -0.9225 0.0044 0.201
C 2.2941 -0.9983 -0.1256 -0.452
H 2.0243 -2.0805 0.0257 0.235
H 9.1674 -1.1006 2.0218 0.222
C 6.6083 4.8071 -1.1080 -0.144
H 0.1771 1.5340 2.1604 0.226
C 1.7160 -0.1676 0.9677 -0.152
C 1.8400 -1.4899 -2.5164 -0.295
C 9.3109 -0.5647 -0.9897 -0.152
C 6.8877 0.6506 4.6403 -0.207
C 7.4226 0.1518 2.3109 -0.561
```

The HOMO energy comes out at -10.62 eV. The charge is +1. The HOMO-LUMO gap comes out at 4.84 eV.


Record 3
Here is C33H26Br2N4O3PdS4Te as an isolated structure from the OMol25 dataset. Energies are from wB97M-V/def2-TZVPD.

Geometry as XYZ:
```
74
Properties=species:S:1:pos:R:3:lowdin_charge:R:1
H 0.6739 -3.2042 -5.6635 0.117
C -0.0573 -3.3789 -4.8852 -0.060
C -1.5995 -4.8585 -3.7641 -0.047
C -0.7514 -5.6212 3.2451 -0.031
H -0.0858 2.9303 -0.8059 0.086
H 6.0688 -1.4007 6.0993 0.117
C -1.9103 3.7801 -0.0510 -0.025
C -0.6432 -4.6301 -4.7467 -0.042
C -0.5374 -3.4834 2.2386 -0.140
C -3.8069 -1.5805 -1.1867 -0.494
C 2.8622 -0.8055 -2.1912 -0.926
Te -1.8861 -1.0192 -1.8008 1.688
C -0.0299 -3.7403 4.5945 -0.006
H -3.9386 2.1098 2.0785 0.122
H -2.1606 0.4197 1.7217 0.096
S 2.2922 1.7055 0.7663 0.589
C -3.1104 2.3309 1.4198 -0.023
C -0.3463 -5.0878 4.4673 -0.029
C 5.5220 -0.4777 6.2353 -0.043
H -4.6815 -0.6984 -2.9579 0.102
C -3.0039 3.5526 0.7727 -0.023
Br 1.6612 0.6986 -2.4615 0.639
C -2.1274 1.3792 1.2216 -0.144
O -0.7228 -0.4519 4.0292 -0.302
Br 2.5241 -1.6934 -0.5124 0.730
C 3.8970 1.0971 5.5080 -0.212
H -3.7561 4.3176 0.9116 0.125
H -7.4121 -2.4205 -0.1589 0.119
C -0.4242 -2.3467 -4.0365 -0.148
C -0.8546 -4.8258 2.1128 0.020
H 5.2728 2.1166 8.4088 0.120
C -6.1573 -1.5202 -1.6443 -0.054
C -5.3411 -2.5425 0.3775 -0.053
H -2.7261 -4.0065 -2.1458 0.107
H -0.2761 -5.7360 5.3304 0.122
N 3.2460 1.4133 3.2434 0.076
H 4.3775 -0.6828 4.4154 0.119
H -5.5304 -3.0643 1.3062 0.117
C 4.5896 -0.0868 5.2926 0.006
C 5.7582 0.3098 7.3579 -0.043
C -6.3970 -2.1816 -0.4478 -0.047
S 0.1754 -1.2564 3.2465 0.633
C -1.9792 -3.8359 -2.9111 -0.102
S 0.9502 1.8799 6.3495 0.885
C 2.2381 1.7624 2.4890 -1.038
H -1.7796 4.7179 -0.5725 0.122
S 0.8715 2.3325 3.3797 1.071
N 2.9232 1.4902 4.5389 -0.121
O 1.5789 -0.9562 3.3480 -0.299
C -0.1313 -2.9712 3.4535 -0.216
N -0.2861 -1.1995 1.6523 -0.159
H 0.0156 -1.3626 -4.1573 0.071
H 0.2859 -3.3212 5.5399 0.131
H -3.2151 -2.5423 0.6463 0.087
C 5.0683 1.4981 7.5459 -0.045
C -4.0355 -2.2431 0.0142 -0.115
O -0.8948 -2.6810 0.0130 -0.133
H 2.6840 -1.5084 -2.9940 0.008
H -2.0529 -5.8359 -3.6678 0.119
C -0.5912 -2.4332 1.1931 -0.546
H -6.9806 -1.2442 -2.2896 0.119
N -1.0744 1.5986 0.4247 -0.086
Pd 0.5240 0.1149 0.1562 0.486
C 1.6740 1.9048 4.8381 -0.997
H -0.3621 -5.4317 -5.4170 0.120
H -1.1676 -5.2341 1.1613 0.128
H 3.8723 -0.4180 -2.1857 0.022
H 6.4940 -0.0037 8.0864 0.119
C -0.9668 2.7813 -0.1954 -0.150
C -4.8584 -1.2111 -2.0202 -0.130
H -0.9897 -6.6746 3.1829 0.120
C -1.3827 -2.5860 -3.0521 -0.500
C 4.1286 1.9066 6.6131 -0.037
H 3.6210 2.8573 6.7171 0.110
```

The HOMO energy (alpha / beta) comes out at -13.22 / -13.63 eV. The charge is +2. The HOMO-LUMO gap (alpha / beta) comes out at 8.29 / 5.52 eV. Its spin multiplicity is 5. The energy relative to the best compared isomer or geometry (same formula, charge and spin) comes out at 0.0 kcal per mole.


Record 4
Here is C33H26Cl2EuN6O4S2 as an isolated structure at a distorted geometry from the OMol25 dataset. Energies are from wB97M-V/def2-TZVPD.

Geometry as XYZ:
```
74
Properties=species:S:1:pos:R:3:lowdin_charge:R:1
N -1.3769 1.3407 -0.0801 -0.030
O -2.0337 -2.9643 -0.9988 -0.303
C -3.3568 -1.3580 0.5746 -0.288
O 0.9774 0.4829 2.6366 -0.109
C 0.1352 1.4498 -4.6907 -0.031
C 1.2412 5.2306 3.1272 -0.619
H 0.0424 -3.4342 -4.4797 0.094
C -0.4599 -0.8413 -4.5937 -0.002
C 4.1773 -0.4739 1.9102 -0.024
O -0.8875 -1.4224 0.6596 -0.503
C 0.4008 -3.3813 -3.5006 0.007
C -0.4598 0.3643 -5.2629 -0.056
C 0.7999 1.2942 -3.4750 -0.307
C 1.8145 -3.3303 -1.1808 -0.157
Cl 0.8537 6.5922 4.2457 0.580
H -2.1295 -0.5072 2.1068 0.088
C 0.8890 -4.5902 -2.9365 -0.008
S -2.7421 1.8642 -2.1490 1.038
N 1.2590 -2.1427 -1.6358 0.098
C 3.5675 -4.2038 2.0444 -0.040
C 1.7263 -4.5502 -1.8462 -0.012
H 0.7440 2.6301 -1.7820 0.041
N -6.5121 -0.2786 3.1112 0.096
C 3.9274 -2.9457 2.4538 -0.024
N 2.9380 -1.9671 0.4983 0.049
H -6.2216 0.2399 3.9174 0.074
N 0.8728 0.1371 -2.8294 0.118
C 1.9804 3.0580 1.5211 -0.424
H -1.1954 3.3299 0.7700 0.112
H 4.2510 -0.1355 2.9325 0.083
H -0.8593 0.4614 -6.2432 0.105
C -3.1353 -0.6546 1.7903 -0.067
N -1.9407 -0.5788 -1.4598 -0.163
H 0.6765 -5.4584 -3.5524 0.115
C 0.9056 3.9614 3.5296 -0.088
C -1.5741 2.7084 -0.0576 -0.246
H 0.4211 3.8489 4.5028 0.114
S -1.9345 -1.6790 -0.3491 0.555
C 2.6246 -3.2091 0.0916 -0.195
Cl 3.5965 4.5508 0.0006 0.681
H -3.9833 0.2136 3.5776 0.127
C 1.3642 2.4314 -2.6317 -0.031
O 2.2261 2.1514 0.6696 -0.212
H 3.8412 -4.9753 2.7633 0.118
C 0.3158 -0.9139 -3.4328 -0.238
H -4.8568 -2.0124 -0.7935 0.124
H -7.4182 -0.0235 2.8332 0.066
H 1.9728 6.4653 1.5846 0.110
C 3.6007 -1.8527 1.6519 -0.302
C 0.9117 1.5489 3.2410 -0.199
H 0.0879 2.4477 -5.0291 0.103
H 5.2186 -0.4255 1.5285 0.105
C 2.9666 -4.3651 0.7979 0.003
C 2.3766 4.4112 1.2543 -0.563
H 1.4858 3.3174 -3.2245 0.064
H -1.0895 -1.6509 -4.9711 0.123
C -1.9278 0.7565 -1.1204 -0.772
H 2.2171 -5.4286 -1.5489 0.092
C -4.6574 -1.5135 0.1556 -0.053
H 2.6990 -5.3351 0.4258 0.100
C 1.8902 5.4587 1.9333 -0.136
C -4.1632 -0.2664 2.5819 -0.035
C -2.3279 3.1581 -1.0942 -0.420
H -6.7508 -1.3703 0.7584 0.102
C 0.6508 -2.2143 -2.8461 -0.232
H 0.4094 1.5578 4.2128 0.124
H 2.4287 2.2099 -2.2032 0.110
C 1.2686 2.8590 2.7524 -0.144
C -5.7290 -1.1511 0.9514 -0.031
C -5.4806 -0.5375 2.1744 -0.296
Eu 1.0813 -0.1287 0.1801 1.646
H 3.6272 0.2711 1.4150 0.010
H -2.6787 4.1853 -1.2554 0.068
H 4.4200 -2.7167 3.3864 0.118
```

The HOMO energy (alpha / beta) comes out at -6.82 / -7.51 eV. The charge is 0. The HOMO-LUMO gap (alpha / beta) comes out at 6.35 / 7.04 eV. Its spin multiplicity is 8. The energy relative to the best compared isomer or geometry (same formula, charge and spin) comes out at 8.0 kcal per mole.


Among the records above, which one has the lowest charge?
C33H24N2OPS7SbSeV


Which of these has the lowest charge?
C33H24N2OPS7SbSeV


Which of these has the highest charge?
C33H26Br2N4O3PdS4Te


What is the charge in the first record?
-2